No. 1
Formula: C4H4O6Pm
Source: the Open Molecules 2025 dataset
Level of theory: the ωB97M-V functional and the def2-TZVPD basis

Geometry as XYZ:
```
15
Properties=species:S:1:pos:R:3:forces:R:3
C 0.458541 1.458500 -0.259346 0.72 -2.82 0.17
C -0.162298 0.458597 -1.253618 -0.43 3.11 -2.19
H 1.036766 2.247617 -0.751467 -0.22 -0.43 -0.69
H -0.254641 2.003549 0.364584 -0.15 -0.67 0.22
C 2.015173 -0.310631 -0.237347 -5.60 0.26 -2.70
O -3.056144 -0.384442 0.911989 1.64 -1.32 0.65
O 1.354616 0.629589 0.510762 0.46 1.60 1.88
Pm 0.412971 -2.017724 1.909520 -1.26 1.93 -2.22
C -1.995923 -0.933364 1.180554 -2.32 3.16 -2.78
O -1.591133 -1.309839 2.350827 1.75 -1.60 1.97
O 2.097548 -1.386854 0.403818 1.47 -1.36 1.36
H -0.697446 1.116698 -1.952255 -0.23 1.19 0.12
H -0.388662 -0.347411 -1.956752 0.79 -1.72 1.99
O 1.769865 -0.186192 -1.475293 2.33 -0.09 0.92
O -0.999236 -1.038092 0.254023 1.07 -1.24 1.29
```
Forces are in eV/Å.

- Calculated total energy: -33042.420 eV
- Total charge: +1
- Spin multiplicity: 5
- LUMO energy (alpha / beta): -5.72 / -5.55 eV



No. 2
Formula: C4H4OP
Source: the Open Molecules 2025 dataset
Level of theory: the ωB97M-V functional and the def2-TZVPD basis

Geometry as XYZ:
```
10
Properties=species:S:1:pos:R:3:forces:R:3
C -0.001985 -0.624556 0.509243 0.10 -2.03 1.94
H -1.955110 0.316437 0.335125 -1.81 0.13 0.74
H -0.254399 -1.204783 1.437848 0.78 -0.31 -1.39
P 0.263467 2.033494 0.854161 -3.80 1.13 -0.33
C 0.943569 -0.549889 -0.509866 -2.94 -0.42 -0.27
C -0.436924 -0.268207 -1.024442 4.40 1.95 3.02
O 1.490011 1.317439 0.829983 3.37 -0.83 -0.21
C -0.936848 0.440985 0.173639 2.35 1.48 -1.09
H -1.032065 -0.464631 -1.819639 -1.37 -1.42 -2.54
H 1.920284 -0.996291 -0.786052 -1.07 0.31 0.14
```
Forces are in eV/Å.

- Calculated total energy: -15537.381 eV
- Total charge: +1
- Relative energy (zero: lowest compared OMol25 entry of this formula, charge and spin): 83.1 kcal/mol
- LUMO energy: -5.66 eV



No. 3
Formula: C4H4OS
Source: the Open Molecules 2025 dataset
Level of theory: the ωB97M-V functional and the def2-TZVPD basis

Geometry as XYZ:
```
10
Properties=species:S:1:pos:R:3:forces:R:3
H 1.305497 0.785456 -2.928302 -0.93 0.12 0.82
H -0.803009 -0.304509 2.418195 -0.06 -0.80 -0.68
O 1.093536 1.273708 -2.085411 0.79 -0.12 -1.45
C 0.323332 0.823634 -1.154479 -0.39 -1.08 2.89
C 0.749231 0.297877 1.384217 2.86 1.59 -1.27
H -2.087194 -1.235788 0.685131 -1.89 -0.57 -0.35
S -0.882628 -0.380212 -1.246919 0.39 -0.22 -1.31
H 1.816872 0.055776 1.180377 -1.04 0.35 0.07
C -0.362899 -0.388780 1.392112 -1.64 -1.07 0.19
C -1.152737 -0.927162 0.355079 1.91 1.81 1.08
```
Forces are in eV/Å.

- Calculated total energy: -17088.262 eV
- Relative energy (zero: lowest compared OMol25 entry of this formula, charge and spin): 158.7 kcal/mol
- LUMO energy (alpha / beta): -0.37 / -0.04 eV



No. 4
Formula: C4H4OS
Source: the Open Molecules 2025 dataset
Level of theory: the ωB97M-V functional and the def2-TZVPD basis

Geometry as XYZ:
```
10
Properties=species:S:1:pos:R:3:forces:R:3
O 0.530138 -0.980844 -1.401792 -2.40 1.08 2.73
C 1.400163 -1.561160 1.590091 -7.17 6.08 -6.27
H 1.994306 -2.318074 2.244751 -1.41 2.11 -1.25
C -1.041461 0.648080 -0.939910 -0.72 1.68 2.97
S -0.276717 2.284953 -0.432049 0.40 -1.84 2.68
C 0.494897 -0.684771 0.784288 7.77 -8.07 9.14
H -1.909489 0.513799 -0.259743 -0.47 0.61 -1.36
H -1.105442 0.851001 -2.010449 -0.46 -1.37 0.25
C -0.135964 -0.403070 -0.445873 4.81 -1.96 -6.85
H 0.049570 1.650087 0.870686 -0.35 1.70 -2.04
```
Forces are in eV/Å.

- Calculated total energy: -17088.487 eV
- Relative energy (zero: lowest compared OMol25 entry of this formula, charge and spin): 153.5 kcal/mol
- Structure (SMILES): C#CC(=O)CS
- LUMO energy: -1.17 eV



No. 5
Formula: C4H4OS
Source: the Open Molecules 2025 dataset
Level of theory: the ωB97M-V functional and the def2-TZVPD basis

Geometry as XYZ:
```
10
Properties=species:S:1:pos:R:3:forces:R:3
C -1.512235 1.008434 -0.031822 1.71 -3.13 1.18
C -0.061932 -1.194503 0.001023 2.19 2.12 3.83
S 1.819985 -1.207484 0.024886 -0.96 -0.97 0.36
H -0.272062 -1.397687 -0.952346 -1.30 -1.69 -3.45
C -0.438532 0.273273 0.134748 3.76 0.17 -0.55
H -2.408720 0.538100 0.238250 -1.77 -0.13 -0.31
H -1.317078 1.953259 -0.321430 -0.24 3.38 -0.44
H -0.430117 -1.813320 0.807480 -0.26 -0.51 -0.21
C 1.882305 0.508552 0.118152 -1.34 2.68 -1.10
O 2.738384 1.331379 -0.018942 -1.80 -1.92 0.67
```
Forces are in eV/Å.

- Calculated total energy: -17091.077 eV
- Relative energy (zero: lowest compared OMol25 entry of this formula, charge and spin): 93.8 kcal/mol
- LUMO energy (alpha / beta): -0.13 / -0.13 eV



No. 6
Formula: C4H4OS2
Source: the Open Molecules 2025 dataset
Level of theory: the ωB97M-V functional and the def2-TZVPD basis

Geometry as XYZ:
```
11
Properties=species:S:1:pos:R:3:forces:R:3
C -0.435072 -0.616073 -0.864261 0.78 -0.11 -0.16
C 0.462593 -1.712465 -0.315552 -0.04 0.39 1.59
C 0.467156 1.528519 0.409644 0.41 0.11 -0.88
H 1.142085 -2.046622 -1.107346 0.38 -0.58 0.06
S 0.712734 0.753830 -1.205586 0.17 0.62 0.74
H -0.782415 -0.936001 -1.850029 -0.47 0.15 0.21
C -0.654176 1.227758 1.035759 -0.60 -0.76 0.66
O 0.520856 -2.032236 0.854146 -0.01 0.08 -1.59
H 1.203658 2.258620 0.745935 -0.22 -0.27 -0.16
H -0.969131 1.613398 2.036395 0.28 -0.40 -1.15
S -1.668289 -0.038728 0.260896 -0.69 0.76 0.68
```
Forces are in eV/Å.

- Calculated total energy: -27929.528 eV
- Relative energy (zero: lowest compared OMol25 entry of this formula, charge and spin): 14.6 kcal/mol
- Structure (SMILES): O=CC1SC=CS1
- LUMO energy: 0.53 eV



No. 7
Formula: C4H4S
Source: the Open Molecules 2025 dataset
Level of theory: the ωB97M-V functional and the def2-TZVPD basis

Geometry as XYZ:
```
9
Properties=species:S:1:pos:R:3:forces:R:3
C 0.314095 -0.031129 -0.876843 0.53 0.38 1.67
H 0.214689 2.017710 0.034225 1.00 0.63 -0.32
H -1.396339 1.489236 0.132591 0.82 -1.76 -0.55
C -0.188076 -1.187485 -0.100548 -0.05 0.48 1.64
H 0.357911 -2.071326 0.182239 0.31 -0.22 -0.90
C -0.332184 1.111324 0.004606 -0.60 0.62 0.17
C 0.299306 0.005892 0.775104 0.68 -0.79 -1.77
H -1.220529 -1.293165 -0.077117 -1.97 -0.37 -0.11
S 1.951123 -0.041061 -0.074257 -0.73 1.03 0.17
```
Forces are in eV/Å.

- Calculated total energy: -15043.766 eV
- Relative energy (zero: lowest compared OMol25 entry of this formula, charge and spin): 90.2 kcal/mol
- LUMO energy: 0.56 eV



No. 8
Formula: C4H4S
Source: the Open Molecules 2025 dataset
Level of theory: the ωB97M-V functional and the def2-TZVPD basis

Geometry as XYZ:
```
9
Properties=species:S:1:pos:R:3:forces:R:3
H 0.394416 -1.572417 -0.074618 -1.92 -0.24 0.14
H -0.588235 2.413516 -0.033161 0.28 0.52 0.17
H 1.719317 -1.047962 0.942682 -1.48 1.02 -1.39
C -0.446373 1.361771 0.034154 -1.44 0.61 -0.51
C -2.044796 0.717358 -0.133131 1.61 -2.03 0.40
S -2.377556 -0.839392 -0.065204 0.05 1.58 -0.14
C 0.601493 0.636828 0.051716 -1.10 -0.88 0.13
C 1.036810 -0.728634 0.025705 2.71 -0.82 2.88
H 1.704922 -0.941068 -0.748143 1.28 0.23 -1.67
```
Forces are in eV/Å.

- Calculated total energy: -15042.485 eV
- Relative energy (zero: lowest compared OMol25 entry of this formula, charge and spin): 119.8 kcal/mol
- LUMO energy (alpha / beta): -0.68 / -0.83 eV